(1)
A molecular structure, C22H63Cl2NNbO10. Source: OMol25; level of theory: ωB97M-V/def2-TZVPD.

Geometry as XYZ:
```
99
Properties=species:S:1:pos:R:3:forces:R:3:lowdin_charge:R:1
C 5.88398 4.91530 1.56943 0.14 0.12 -0.23 -0.194
C 4.88288 3.98703 0.89824 -0.23 0.28 0.51 -0.821
Cl 5.71663 3.17540 -0.50154 0.14 -0.04 -0.22 0.564
C 4.17914 2.93307 1.78914 0.11 0.11 -1.71 -0.887
Cl 4.85381 2.83616 3.45445 -0.16 -0.03 0.07 0.475
Nb 1.89717 3.19320 1.90972 1.07 0.80 2.13 1.299
O 1.91552 5.29991 2.16978 -0.73 -0.87 -0.14 -0.329
C 1.01888 5.88262 1.47803 0.10 0.88 -1.01 -0.643
N 0.30393 6.44569 0.74893 0.23 -0.21 0.79 0.094
H 5.48719 5.27546 2.51873 0.02 -0.03 -0.04 0.054
H 6.84250 4.41693 1.73412 -0.18 -0.02 0.18 0.063
H 6.06874 5.77749 0.92088 -0.02 -0.12 0.05 0.071
H 4.13001 4.60910 0.41111 0.09 -0.22 -0.07 0.042
H 4.36786 1.95739 1.33780 -0.07 -0.02 0.23 -0.022
H 1.78236 2.97423 3.74149 -0.45 -0.25 0.27 -0.159
H 0.09695 3.35864 1.68052 0.33 -0.17 -0.85 -0.105
H 1.98143 3.46315 0.07293 -0.11 -0.32 -0.05 -0.108
H 1.62443 1.44248 1.68734 -0.17 0.15 -0.05 -0.123
C 3.85149 -1.12124 -2.19170 0.00 -0.05 0.09 -0.091
C 3.33991 -0.36378 -0.97890 0.28 0.26 -0.11 -0.319
O 4.41019 0.01517 -0.11475 -0.07 -0.27 -0.01 -0.121
H 4.39706 -2.01293 -1.87556 -0.01 0.00 0.00 0.072
H 3.03736 -1.42017 -2.85065 -0.01 0.01 -0.04 0.047
H 4.54000 -0.49757 -2.76820 -0.03 0.02 -0.02 0.073
H 2.66475 -0.98394 -0.39071 0.03 0.02 0.08 0.107
H 2.79419 0.53428 -1.28633 -0.12 -0.07 0.00 0.107
H 4.99121 0.60022 -0.61386 -0.03 0.13 0.10 0.019
C -2.65182 -1.13046 1.77322 0.07 0.13 0.07 -0.088
C -2.03220 0.19534 1.36430 0.24 -0.19 -0.19 -0.319
O -0.83417 0.45481 2.08630 -0.30 -0.04 0.32 -0.144
H -2.84191 -1.10093 2.84495 -0.12 -0.18 -0.01 0.045
H -3.58778 -1.32210 1.24264 0.00 0.03 0.00 0.068
H -1.96596 -1.95658 1.56401 -0.02 0.00 -0.03 0.070
H -2.71010 1.01682 1.59546 0.03 0.05 0.02 0.111
H -1.81555 0.23240 0.29358 -0.15 0.02 -0.04 0.088
H -0.19645 -0.23531 1.87997 0.07 0.11 -0.06 0.058
C -2.39931 0.30263 -3.98287 0.06 -0.02 0.05 -0.097
C -2.86205 1.06375 -2.75224 0.08 0.07 -0.03 -0.329
O -1.79332 1.38568 -1.87768 -0.05 -0.08 -0.17 -0.081
H -1.88426 -0.61225 -3.68796 -0.01 -0.01 0.00 0.070
H -3.24285 0.03966 -4.62418 -0.01 0.01 0.00 0.068
H -1.70031 0.90433 -4.56827 -0.02 0.01 -0.02 0.071
H -3.54851 0.45366 -2.16474 -0.03 0.01 0.01 0.109
H -3.39537 1.97444 -3.04959 -0.05 -0.03 0.00 0.107
H -1.16926 1.94389 -2.35375 0.05 0.04 0.14 0.090
C 1.53682 -2.89033 -7.21470 -0.07 0.07 0.06 -0.090
C 2.50048 -2.68659 -6.06032 -0.05 -0.07 0.06 -0.320
O 1.88564 -2.06169 -4.94075 -0.06 -0.03 -0.10 -0.085
H 1.11370 -1.93611 -7.53050 0.03 0.01 -0.01 0.077
H 2.04362 -3.34712 -8.06747 0.02 0.00 0.00 0.069
H 0.71204 -3.54276 -6.92024 0.02 -0.04 -0.03 0.055
H 3.31770 -2.02725 -6.35007 0.02 0.00 0.01 0.112
H 2.93518 -3.64694 -5.75889 0.06 0.01 -0.04 0.108
H 1.16286 -2.62360 -4.64211 0.00 0.03 0.01 0.082
C -0.77638 -6.58139 -9.73691 -0.06 0.08 0.05 -0.090
C 0.13754 -6.33941 -8.55114 -0.02 -0.04 0.01 -0.316
O -0.54767 -5.73898 -7.45364 -0.04 -0.11 0.07 -0.096
H -1.22952 -5.64504 -10.06274 0.02 0.00 -0.02 0.077
H -0.22449 -7.01304 -10.57276 0.01 -0.01 0.01 0.074
H -1.58222 -7.26951 -9.47069 0.02 -0.03 -0.01 0.073
H 0.93129 -5.64191 -8.81375 0.02 0.00 0.01 0.102
H 0.60460 -7.27746 -8.23273 0.05 0.02 -0.01 0.110
H -1.25657 -6.33703 -7.19418 -0.05 0.04 -0.08 0.073
C 0.57528 -6.77363 -3.44832 -0.06 0.07 -0.01 -0.089
C -0.74153 -7.52226 -3.53555 0.05 0.06 -0.08 -0.325
O -1.80873 -6.68594 -3.97214 0.00 -0.08 -0.06 -0.081
H 0.48284 -5.92420 -2.77143 0.01 -0.01 0.02 0.078
H 1.37318 -7.42312 -3.08573 0.00 -0.01 -0.01 0.074
H 0.86536 -6.39179 -4.43078 0.02 -0.03 -0.01 0.065
H -1.04096 -7.89116 -2.55583 -0.01 -0.01 0.01 0.110
H -0.64309 -8.38619 -4.20340 0.00 -0.03 0.04 0.105
H -1.56824 -6.32940 -4.83324 0.05 0.11 0.07 0.057
C -4.20502 1.32742 5.99670 -0.02 0.00 -0.22 -0.089
C -3.59744 -0.03803 6.24933 0.10 0.06 -0.01 -0.314
O -2.90520 -0.55283 5.11473 -0.02 0.05 0.08 -0.095
H -4.88629 1.28427 5.14437 -0.03 -0.03 0.01 0.075
H -4.74869 1.67505 6.87424 0.02 0.01 0.05 0.065
H -3.42989 2.05991 5.75958 0.02 0.00 0.05 0.054
H -4.37630 -0.76888 6.46996 0.00 -0.03 0.02 0.107
H -2.92529 0.00939 7.11137 -0.04 0.00 0.05 0.099
H -2.19542 0.06056 4.88877 0.00 0.00 -0.08 0.083
C -2.04034 5.11134 3.21975 -0.05 -0.15 0.12 -0.092
C -2.36863 5.10393 4.69775 0.09 -0.03 -0.03 -0.311
O -1.79177 3.97647 5.36010 0.00 0.13 0.09 -0.112
H -2.37625 4.18636 2.75096 0.00 0.00 -0.02 0.072
H -2.49523 5.95586 2.70088 0.05 0.04 0.04 0.077
H -0.96039 5.16736 3.08809 -0.01 0.06 -0.12 0.030
H -3.44234 5.02767 4.87463 -0.02 -0.01 -0.01 0.107
H -2.01714 6.03125 5.16648 -0.05 0.00 0.03 0.105
H -0.84263 3.98608 5.18938 0.01 -0.11 -0.13 0.079
C -0.81417 2.86801 8.83059 -0.05 -0.10 0.01 -0.086
C -2.27130 3.21540 8.59673 -0.03 0.00 0.02 -0.312
O -3.14592 2.13750 8.93736 0.02 0.01 0.11 -0.096
H -0.53731 1.98827 8.24911 0.01 0.02 -0.03 0.077
H -0.16570 3.69415 8.53711 -0.01 0.02 -0.01 0.074
H -0.62922 2.64621 9.88561 0.02 0.03 0.01 0.067
H -2.44488 3.42218 7.54336 0.01 0.00 0.00 0.079
H -2.54712 4.11012 9.16661 0.01 0.03 -0.01 0.108
H -3.02721 1.94572 9.87283 0.01 -0.02 -0.02 0.076
```
Forces are in eV/Å.

Its charge is -1. The total energy is -2660.27775 hartree. As for the energy above the lowest of the compared OMol25 structures with the same formula, charge and spin: 0.0 kJ/mol.

***

(2)
A molecular structure, C8H10ClN. Source: OMol25; level of theory: ωB97M-V/def2-TZVPD.

Geometry as XYZ:
```
20
Properties=species:S:1:pos:R:3:forces:R:3:lowdin_charge:R:1
C -2.83544 -1.53959 -0.04675 -7.64 -6.88 -0.52 -0.162
C -1.71720 -0.79680 0.01694 6.56 0.34 -0.90 -0.502
C -1.76340 0.57354 0.09353 -1.77 0.89 2.09 -0.064
C -0.64566 1.31596 0.04831 1.69 1.63 -1.57 -0.233
C -0.66992 2.85051 0.05451 0.09 0.71 0.59 -0.077
C 0.67853 0.71865 -0.15446 -0.49 5.30 0.50 -0.260
C 0.76012 -0.60701 -0.17735 -2.77 -2.68 0.01 -0.690
C -0.45027 -1.41702 -0.20709 0.98 -0.26 2.55 -0.049
H -2.49406 -2.90906 -0.34610 -1.41 4.47 0.80 0.169
H -3.56834 -1.02245 -1.04648 1.64 -2.12 3.49 0.164
H -3.56047 -1.75231 1.25994 1.90 1.00 -4.10 0.183
H -2.70643 1.01428 0.56056 1.09 -0.32 -1.36 0.153
H -0.63110 3.28495 -1.08911 0.37 -0.92 3.07 0.134
H -1.57190 3.36974 0.60559 1.56 -1.40 -1.24 0.100
H 0.25143 2.98703 0.75334 -1.44 1.05 -1.65 0.085
H 2.60595 1.25677 -0.14582 7.25 -4.04 -0.95 -0.048
H 1.90374 2.60397 -0.40883 -1.25 -1.46 0.27 0.112
H -0.24598 -2.54589 0.13855 -0.90 2.49 -1.50 0.140
N 1.81581 1.63918 -0.02235 -7.21 2.84 0.53 0.103
Cl 2.18623 -1.43239 0.12406 1.75 -0.63 -0.12 0.745
```
Forces are in eV/Å.

The total energy is -825.57407 hartree. As for the energy above the lowest of the compared OMol25 structures with the same formula, charge and spin: 619.5 kJ/mol.

***

(3)
A single C8H14N2O6 molecule. Source: OMol25; level of theory: ωB97M-V/def2-TZVPD.

Geometry as XYZ:
```
30
Properties=species:S:1:pos:R:3:forces:R:3:lowdin_charge:R:1
N -1.25074 -2.83956 1.39540 -2.50 -1.87 1.08 0.030
C -0.20275 -2.85730 0.47347 -0.82 2.60 -4.01 -0.298
C -0.77148 -3.30235 -0.96797 -3.69 -1.86 4.11 -0.155
O -1.97682 -2.53161 -1.34563 -1.38 -1.71 4.50 -0.162
C 0.30457 -1.39094 0.14516 3.55 -3.97 0.29 -0.477
O 1.41484 -1.43087 -0.39875 -1.17 1.14 0.40 0.061
N -0.37305 -0.32668 0.55229 -2.13 1.10 -2.10 0.131
C -0.08404 0.88788 -0.28585 0.02 2.30 1.92 -0.182
C 1.16618 1.48079 0.44114 -0.01 1.55 -0.56 -0.099
C 1.51692 3.05191 0.46275 4.42 -3.24 -2.26 -0.093
C 0.52088 3.99520 0.94532 0.74 0.48 -1.22 -0.585
O -0.57248 3.74096 1.35339 -0.50 0.42 0.37 0.120
O 1.06537 5.22175 0.71105 -4.16 2.94 0.87 0.036
C 0.24007 0.73812 -1.72754 -1.91 -4.31 -1.03 -0.516
O 0.86038 1.47986 -2.37486 1.68 2.42 -0.88 0.172
O -0.26079 -0.39424 -2.38501 -2.26 -0.24 2.63 0.047
H -0.95714 -2.71418 2.33899 0.32 0.36 0.68 0.085
H -1.88691 -3.68971 1.44222 1.34 1.13 -0.42 0.121
H 0.72439 -3.35973 0.56913 0.71 -1.04 0.84 0.130
H -1.16308 -4.39340 -0.74486 1.01 1.70 -0.90 0.145
H -0.05763 -3.26799 -1.70122 1.61 0.25 -1.82 0.086
H -2.64692 -2.77999 -0.43278 2.83 1.55 -4.19 0.209
H -1.35389 -0.63088 0.61603 0.24 0.62 0.36 0.144
H -0.92614 1.66090 -0.27877 0.79 -1.29 0.47 0.185
H 0.90244 1.37155 1.44671 -0.15 -0.79 1.70 0.084
H 1.98472 0.77057 0.17310 -0.22 1.16 0.34 0.131
H 2.49848 3.12366 1.09334 -1.88 -0.05 -0.63 0.158
H 2.00893 3.33754 -0.56099 -1.53 -0.11 1.67 0.154
H 0.24699 5.93596 0.81600 3.07 -2.55 -0.16 0.214
H -0.97129 -0.88723 -1.77124 1.97 1.29 -2.04 0.122
```
Forces are in eV/Å.

The total energy is -874.13196 hartree. As for the energy above the lowest of the compared OMol25 structures with the same formula, charge and spin: 360.9 kJ/mol.